This record from the OMol25 dataset describes C29H27N7O4S2Sn as an isolated structure. The level of theory is ωB97M-V/def2-TZVPD.

Structure (XYZ):
```
70
Properties=species:S:1:pos:R:3:forces:R:3
C -3.79486 -4.57028 0.53635 0.0 0.0 0.0
N -1.83916 -0.10913 1.29111 0.0 -0.1 -0.1
C -4.63362 -2.54751 1.54399 0.0 0.0 0.0
H 4.22156 2.43313 -0.47032 0.0 0.0 0.0
C 3.98941 -1.09396 -1.96113 0.0 0.0 0.0
H 3.87961 -3.10671 -4.66823 0.0 0.0 0.0
H 0.85378 -3.61942 4.38482 0.0 0.0 0.0
O 0.16677 1.30839 1.63677 0.0 0.0 0.0
H 3.73640 4.03172 0.08304 0.0 0.0 0.0
C -5.63771 -1.78790 2.18859 0.0 0.0 0.0
H -4.12952 6.42087 -1.03207 0.0 0.0 0.0
H 2.74591 2.23401 1.53375 0.0 0.0 0.0
H -3.89949 -5.60365 0.23986 0.0 0.0 0.0
N 0.62925 0.68565 0.45959 0.0 0.0 0.0
C 3.52636 -2.08098 -2.83862 0.0 0.0 0.0
N 6.08775 -1.87550 -5.41761 0.0 0.0 0.0
C 5.40048 -1.61929 -4.29150 0.0 0.0 0.0
N 0.53610 -2.26318 1.34646 0.0 0.0 0.0
H -5.73930 -4.39418 1.39973 0.0 0.0 0.0
C -2.41605 2.30904 -0.48130 0.0 0.0 0.0
C -4.80211 -3.90025 1.17524 0.0 0.0 0.0
C -2.03026 2.56514 0.83082 0.0 0.0 0.0
C -2.87187 3.35865 -1.25764 0.0 0.0 0.0
S 3.16979 -0.74396 -0.52020 0.0 0.1 0.0
C -3.39781 -1.94282 1.24161 0.0 0.0 0.0
O 3.97972 -0.25079 0.54631 0.0 0.0 0.0
C -5.39402 -0.48538 2.50379 0.0 0.0 0.0
H -3.18610 3.17059 -2.27598 0.0 0.0 0.0
H -1.80401 -4.37513 -0.28519 0.0 0.0 0.0
H -1.81699 4.02050 2.40575 0.0 0.0 0.0
C 5.85058 -0.62797 -3.38994 0.0 0.0 0.0
C 0.17955 -2.74527 2.54731 0.0 0.0 0.0
C -2.61004 -3.88261 0.24842 0.0 0.0 0.0
N 2.80629 -2.74868 1.78410 0.0 0.0 0.0
O 2.27327 0.61463 -1.01532 0.0 0.0 0.1
C 2.31656 2.50190 0.56196 0.0 0.0 0.0
H 5.51676 0.37824 -1.54541 0.0 0.0 0.0
H -2.59641 6.41871 -1.88935 0.0 0.0 0.0
H -6.58756 -2.25097 2.41987 0.0 0.0 0.0
C -3.15250 -0.59016 1.60163 0.0 0.0 0.0
H 2.63379 -2.64194 -2.60079 0.0 0.0 0.0
C 2.44682 -3.21311 2.97394 0.0 0.0 0.0
H 6.94042 -1.38832 -5.62844 0.0 0.0 0.0
H 6.75961 -0.08304 -3.60741 0.0 0.0 0.0
C 5.15532 -0.36627 -2.24235 0.0 0.0 0.0
C 1.84033 -2.27922 1.01279 0.0 0.1 0.1
C -2.56250 4.87705 0.58220 0.0 0.0 0.0
N -2.41277 -2.62502 0.59331 0.0 -0.1 0.0
O -1.61231 1.58179 3.21041 0.0 0.0 0.0
C -4.15043 0.11954 2.21548 0.0 0.0 0.0
N 2.08208 -1.78076 -0.24939 0.0 -0.1 0.0
C 3.37282 3.10426 -0.35398 0.0 0.0 0.0
C 1.12341 -3.23506 3.41326 0.1 0.0 0.0
H -0.87574 -2.71441 2.78766 0.0 0.0 0.0
H 5.79533 -2.59513 -6.05415 0.0 0.0 0.0
C -3.43698 5.79018 -1.58845 0.0 0.0 0.0
H -3.93320 5.43654 -2.48948 0.0 0.0 0.0
H 1.51325 3.20961 0.77750 0.0 0.0 0.0
C 4.22342 -2.33815 -3.98865 0.0 0.0 0.0
Sn -0.68087 -1.31895 -0.30501 0.0 0.1 0.0
H 3.24750 -3.58915 3.60003 0.0 0.0 0.0
C -2.10180 3.84736 1.37647 0.0 0.0 0.0
H -6.15484 0.10687 2.99300 0.0 0.0 0.0
S -1.42587 1.28735 1.83512 0.0 0.1 0.1
C 1.69155 1.26301 0.02523 0.0 -0.1 -0.1
H -2.63459 5.87470 0.99618 0.0 0.0 0.0
C -2.95046 4.65285 -0.74250 0.0 0.0 0.0
H -2.38445 1.30525 -0.88481 0.0 0.0 0.0
H 2.96852 3.32774 -1.34032 0.0 0.0 0.0
H -4.00383 1.14894 2.51211 0.0 0.0 0.0
```
Forces are in eV/Å.

Total charge: +2
Highest occupied orbital energy, Eh: -0.4826
Kohn-Sham gap, eV: 7.7285
E_tot, eV: -76618.64869
ΔE to the lowest compared entry with this formula, charge and spin, eV: 0.000

***

This record from the OMol25 dataset describes a 9-piece molecular cluster, C39H48N6O3 overall in a non-equilibrium geometry. The level of theory is ωB97M-V/def2-TZVPD.

Structure (XYZ):
```
96
Properties=species:S:1:pos:R:3:forces:R:3
H 2.15227 -4.24343 1.65564 -0.1 0.0 0.1
N -3.37989 2.03797 -1.08703 1.4 -0.3 -1.1
C -1.22041 4.51577 3.18304 1.0 -0.8 -0.2
H 1.35789 -1.55612 0.53240 -0.1 -0.3 0.0
H -1.20678 -1.11208 2.09220 0.3 0.2 0.0
H 4.30012 -2.67779 -1.69508 0.3 0.0 0.0
H 5.07840 0.57538 -1.85518 0.2 0.1 0.4
H -2.34095 -0.34533 3.88109 0.1 0.1 0.6
H -2.05873 -6.30995 -2.52483 0.4 0.3 0.0
C -2.93582 -4.52027 -3.30938 -0.5 1.0 0.5
C 5.16692 -2.88465 1.64972 -2.3 -0.8 -1.9
C -1.29806 3.34966 2.36323 0.4 2.2 0.0
H 4.24818 0.25229 -0.23484 0.2 0.2 -0.1
C 3.23612 2.29421 -2.89712 0.3 -1.0 0.3
H -1.95466 -1.26513 -5.55321 0.0 0.0 -0.1
H 0.54416 2.21805 4.15899 -0.2 0.0 -0.3
H -1.40690 -0.32355 -2.60589 -0.4 -0.2 0.0
H -0.84011 3.92647 -2.24413 0.1 0.0 -0.5
C 1.60856 -0.55489 -4.32897 -0.6 0.0 -1.0
C -3.81505 -3.29227 -3.00927 0.6 -0.5 0.2
H 2.41706 1.99307 -3.55024 0.1 0.0 -0.2
H -2.94820 4.04528 -1.03428 0.0 0.2 0.0
H 0.50121 -0.19540 -0.04674 0.4 0.3 -0.4
C 3.15904 1.50977 -1.61463 -1.0 1.0 1.7
H -2.34931 -5.04913 -1.26178 0.0 0.2 -0.2
H 5.93437 -2.65471 2.37397 0.0 0.0 0.0
C 0.98871 -1.70748 -3.84798 -1.8 0.9 -0.4
H 3.10693 3.34331 -2.63104 0.3 0.0 -0.3
O -2.44033 -4.59049 -4.40834 0.2 -0.6 0.1
H -0.88239 -2.74054 -3.74636 -0.2 -0.2 -0.4
C -2.71249 -5.50831 -2.18121 0.1 -0.8 -0.7
H -2.58142 1.35107 5.77358 0.2 0.3 0.1
C 1.82691 0.92030 2.97977 -0.5 -0.5 -0.2
H -4.07355 -3.23106 -1.95214 -0.3 0.0 -0.1
H 3.21171 -0.58551 2.20933 -0.2 0.1 -0.4
H 1.38999 -2.27995 -3.02478 0.3 -0.2 -0.3
H 2.53022 -0.67186 6.34102 -0.2 0.0 0.3
C -4.60533 1.62513 2.57642 0.4 0.3 1.8
C -0.47813 3.34820 1.22632 -0.6 -1.0 0.7
C -0.95977 1.74067 -2.54133 -1.1 1.2 -0.8
C 4.27366 -2.92375 -0.64379 1.4 -0.1 1.5
C -2.96726 0.82742 -1.56503 0.2 1.5 0.4
H 2.32966 -3.64956 -0.80768 -0.3 -0.6 0.2
C -0.19287 -0.01957 -5.66730 0.9 0.0 0.2
H -5.25468 1.74329 1.72156 0.4 -0.7 -0.6
H -1.78545 4.69818 4.08518 -0.4 -0.4 0.0
H -1.78693 -0.00725 0.82574 0.3 0.0 0.0
C -0.34899 -1.95255 -4.25720 0.9 0.8 -0.2
H 3.79917 -1.47435 4.33261 0.0 0.0 0.3
H 1.56266 1.44008 2.07070 0.3 -0.2 -0.4
C 2.67139 -0.18712 3.05535 1.1 0.8 0.2
C 0.60961 -1.26824 -0.20603 -0.2 0.9 0.3
C 3.16105 -3.55573 -0.12475 -0.4 0.8 -0.3
H -0.56112 2.50472 0.55695 0.2 -0.1 -0.2
C -1.78369 0.64662 -2.31744 -0.4 0.2 1.2
H 1.07590 4.28321 0.10990 0.1 0.2 0.0
C -4.84007 2.60291 3.56758 1.6 -1.2 0.6
C 0.44167 4.34275 0.98204 -0.3 1.8 1.6
C -3.00261 0.50821 3.88941 -1.8 1.6 -2.4
H -5.67893 3.27247 3.44755 0.2 0.3 0.1
N 0.57368 5.43527 1.80933 -0.7 -1.5 0.4
C 4.15074 0.40021 -1.31035 -0.5 0.1 -0.6
H -0.07854 6.34249 3.54296 -0.1 0.0 0.2
C 5.34107 -2.63835 0.25156 -0.7 -0.3 1.3
C 3.03870 -3.78434 1.24349 1.4 0.5 0.3
H -2.60860 -1.50890 1.14860 0.1 -0.1 -0.2
N 4.00056 -3.43401 2.12436 0.8 0.2 -0.7
C -3.12954 1.50784 4.85630 0.9 -1.4 0.4
N 1.40404 0.77845 5.34888 0.9 -1.0 -1.5
O 2.34893 1.87406 -0.76404 0.6 -0.8 -0.6
H -1.99540 2.54119 2.52593 -0.1 0.1 0.1
H -3.21392 -2.42067 -3.26822 -0.1 0.1 0.0
C -1.62067 -1.05269 1.08559 -0.2 -0.4 0.0
C 1.18852 1.35201 4.12478 0.8 -0.7 2.2
N 1.05522 0.29251 -5.24385 -0.3 -1.3 0.8
C -2.59812 3.09702 -1.41458 -0.3 -1.0 -0.3
H 3.77934 -0.53926 -1.71967 -0.3 0.0 -0.1
H -4.67435 -3.31239 -3.67959 -0.1 0.0 0.2
H 4.19691 2.00939 -3.32593 -0.1 0.7 -0.6
H -0.60417 0.64071 -6.41647 -0.1 0.2 0.0
H -3.62463 -6.05834 -1.94978 -0.4 0.4 0.1
C -3.99776 2.56214 4.71824 -1.9 -0.2 -1.1
C 3.07122 -0.67714 4.30159 -1.4 -0.1 -1.3
C 2.32337 -0.24560 5.37050 -0.6 1.6 0.9
H 0.95100 -1.47769 -1.21977 -0.1 -0.1 0.3
C -0.93898 -1.10523 -5.22271 0.9 -0.7 1.1
C -0.22496 5.46640 2.92861 0.4 -0.6 -2.6
N -3.71712 0.60625 2.71896 -0.3 0.6 0.6
H -3.63757 0.05035 -1.22851 0.2 -0.5 -0.4
O -1.21336 -2.79784 -0.46012 0.5 0.4 0.0
C -0.75367 -1.80757 0.08873 -1.0 -0.7 0.0
H -0.09759 1.64069 -3.18402 0.3 -0.1 0.3
H -4.17505 3.21549 5.55972 0.2 0.3 -0.1
H 6.29624 -2.21223 -0.01768 -0.1 0.1 -0.5
H 2.61711 -0.33954 -4.00826 0.1 0.3 0.0
C -1.42524 3.02092 -2.18086 -0.3 -0.9 1.3
```
Forces are in eV/Å.

Total charge: 0
Highest occupied orbital energy, Eh: -0.3455
Kohn-Sham gap, eV: 9.8117
E_tot, eV: -56302.14068
ΔE to the lowest compared entry with this formula, charge and spin, eV: 1.125

***

This record from the OMol25 dataset describes C5H5N2O4 as an isolated structure in a non-equilibrium geometry. The level of theory is ωB97M-V/def2-TZVPD.

Structure (XYZ):
```
16
Properties=species:S:1:pos:R:3:forces:R:3
H -1.86260 0.93459 -1.12903 -2.0 0.4 -1.4
H 1.78001 -2.10868 -0.48397 -0.1 0.3 0.7
C -0.71552 1.92636 0.19085 -2.2 -2.3 0.2
H -0.62704 -2.51603 -0.80320 0.7 -1.3 0.0
O 1.99343 0.48381 1.93404 1.0 -0.5 1.6
H 1.07674 2.28705 1.17678 -1.2 0.2 0.1
C 1.10411 0.38487 1.13653 -0.7 -0.1 -1.1
C -1.26458 -1.68987 -0.83788 -3.9 -3.4 -2.7
O -1.49434 2.90254 0.25546 2.2 -0.6 -0.5
C -0.67592 -0.52251 -0.38136 2.7 3.4 2.5
H -2.21349 -1.88217 -1.39618 0.8 0.8 0.7
N 0.38636 1.58017 0.89309 0.8 3.3 1.4
N -1.18313 0.75287 -0.47145 1.4 -0.1 1.1
O 1.63001 0.07538 -0.62054 -0.3 -0.5 -1.3
C 0.71960 -0.62677 0.15039 2.7 -0.8 -0.6
O 1.34636 -1.98162 0.38649 -1.9 1.1 -0.6
```
Forces are in eV/Å.

2S+1: 3
Total charge: -1
Highest occupied orbital energy (spin up / spin down), Eh: -0.0466 / -0.1529
Kohn-Sham gap (spin up / spin down), eV: 5.0012 / 5.9260
E_tot, eV: -16432.46382
ΔE to the lowest compared entry with this formula, charge and spin, eV: 0.493

***

This record from the OMol25 dataset describes a 2-piece molecular cluster, C2H8N2 overall in a non-equilibrium geometry. The level of theory is ωB97M-V/def2-TZVPD.

Structure (XYZ):
```
12
Properties=species:S:1:pos:R:3:forces:R:3
H 0.03567 0.01032 0.67364 -0.1 0.2 -0.2
H -2.43383 -0.91334 2.11053 -0.8 0.2 0.1
N 0.40133 0.62692 -0.04496 0.2 -0.7 0.1
H 0.55644 1.35606 -2.56542 -0.2 0.1 0.3
H 1.72641 0.12948 -3.13352 0.0 -0.5 0.3
H -0.34398 1.23016 -0.36940 0.2 0.0 -0.1
C 1.10627 -0.03331 -1.07466 -1.0 1.1 0.5
H 1.62080 -0.91650 -0.72900 0.3 -0.1 -0.2
H -0.96285 -1.43139 2.39114 0.3 -0.1 0.1
H -1.33584 0.07641 2.89154 -0.3 -0.1 0.0
C 1.11784 0.46708 -2.30418 0.5 0.0 -0.8
N -1.48825 -0.60189 2.15429 0.9 -0.1 -0.1
```
Forces are in eV/Å.

Total charge: 0
Highest occupied orbital energy, Eh: -0.2915
Kohn-Sham gap, eV: 8.8311
E_tot, eV: -5183.34059
ΔE to the lowest compared entry with this formula, charge and spin, eV: 0.397

***

This record from the OMol25 dataset describes one molecule with the formula C16H18N2O5S in a non-equilibrium geometry. The level of theory is ωB97M-V/def2-TZVPD.

Structure (XYZ):
```
42
Properties=species:S:1:pos:R:3:forces:R:3
H -0.98153 -4.42533 -1.25779 0.0 0.0 0.0
C 0.47610 0.47557 3.04180 -0.1 0.0 0.1
O 1.29587 3.82976 -1.78491 0.1 0.0 0.0
O -1.65688 1.07585 0.27952 0.1 -0.6 -0.8
H 0.60095 1.09379 -2.96289 0.0 0.2 0.3
C 1.54579 -0.55489 1.01480 0.0 0.0 0.0
C -0.95781 -0.14689 -1.68492 -0.3 -0.1 0.2
C -0.90511 1.06036 -0.83720 0.8 1.2 0.1
C -0.11126 2.18959 -0.86515 -0.8 -0.7 0.1
H -0.36430 1.16694 2.98532 0.0 0.0 0.1
H -1.26140 -2.41685 -2.73164 -0.1 -0.1 0.1
O -0.33359 -0.23120 -2.73827 0.2 0.1 -0.1
C -2.62369 -4.18482 0.68337 -0.1 0.0 0.0
C 1.31176 0.56425 1.80527 0.0 0.0 -0.1
H -2.77699 -2.78371 -1.86715 0.1 0.0 -0.1
H 0.82871 4.54517 0.25489 -0.2 0.0 0.1
O -1.45903 -3.41685 0.48785 0.1 0.2 0.1
H 3.12259 2.79965 0.00297 0.0 0.1 0.0
H 1.09912 -1.49766 1.29960 0.0 -0.1 0.0
H -2.82074 -4.16994 1.75329 -0.1 0.0 0.0
H -2.47192 -5.21954 0.35610 0.0 0.0 0.0
C -0.96681 -3.41395 -0.82994 0.0 0.1 -0.3
C 1.86959 1.77548 1.39540 0.1 0.4 0.3
C 2.91771 0.72115 -0.48559 0.1 0.0 -0.1
H 0.06939 -3.07370 -0.75307 -0.1 0.0 -0.1
H 3.54158 0.78417 -1.36349 0.1 0.0 -0.1
S 1.44144 3.29053 2.25365 0.1 0.0 -0.2
H -2.11095 -1.02244 -0.26544 0.1 0.1 -0.1
C 2.68649 1.85195 0.27900 0.2 -0.2 0.0
N -1.35897 2.17019 1.00726 0.1 1.0 0.7
H -0.40905 4.61488 1.56233 -0.1 0.0 -0.1
H 1.06974 0.75476 3.91092 0.0 0.0 0.1
C 0.82161 2.72723 -1.90050 -0.2 -0.1 0.0
O 1.08202 1.96732 -2.94298 0.1 -0.2 -0.4
C -1.74046 -2.45623 -1.75227 0.2 -0.4 0.2
H 0.09866 -0.53461 3.17883 0.0 -0.1 0.0
C -0.43617 2.84286 0.37301 -0.4 -0.6 -0.7
N -1.72619 -1.12560 -1.19464 -0.1 0.0 0.2
C 0.26614 3.97957 0.99434 0.4 0.1 0.5
H 2.48715 -1.35936 -0.73033 0.0 -0.1 -0.1
C 2.32833 -0.47847 -0.12552 0.0 0.0 0.0
H -3.48792 -3.76898 0.15416 0.0 0.0 0.0
```
Forces are in eV/Å.

Total charge: 0
Highest occupied orbital energy, Eh: -0.3215
Kohn-Sham gap, eV: 8.4349
E_tot, eV: -40936.59330
ΔE to the lowest compared entry with this formula, charge and spin, eV: 3.040

***

This record from the OMol25 dataset describes a 2-piece molecular cluster, C6H9Cl2FN2O3S overall in a non-equilibrium geometry. The level of theory is ωB97M-V/def2-TZVPD.

Structure (XYZ):
```
24
Properties=species:S:1:pos:R:3:forces:R:3
H 1.23181 3.35927 -0.81804 0.3 -1.0 -0.5
O -0.53074 -1.19002 2.28852 1.4 3.4 -1.0
C 1.82671 -0.77391 -1.71272 -0.2 -1.7 -0.9
H 2.54006 2.35116 -1.67278 -0.9 0.2 0.4
Cl -4.30505 -2.60210 3.03243 0.1 0.1 0.0
C 2.45530 1.69648 1.72728 -0.8 -1.8 0.0
H 1.20449 -1.36221 -2.44939 0.6 0.6 0.6
H 2.57782 -0.21631 -2.32404 -0.5 0.0 0.8
H -2.83030 -3.07255 1.25676 -0.1 0.0 0.1
C 0.53383 1.33027 -1.44863 -1.6 1.7 -1.2
N 0.99629 -0.09243 0.45045 1.2 2.3 1.4
Cl -4.85123 -4.07299 0.57090 0.0 0.0 -0.1
H 1.16368 3.07412 -2.58036 0.1 -0.6 0.9
C 1.91886 0.78719 1.09939 -0.3 1.3 1.0
H -4.05610 -1.86691 0.80899 -0.1 -0.1 0.1
O -0.60298 1.44806 -1.86464 1.4 -0.3 0.6
H 2.90290 2.29800 2.54176 -0.3 -0.6 -1.4
F -0.85067 1.31937 1.89781 0.9 -2.0 -1.2
C 1.45040 2.59078 -1.60581 0.3 -0.2 -0.5
O -1.56451 -0.53338 0.25412 2.3 2.4 1.3
N 0.91136 0.03602 -0.91392 0.5 0.3 -0.7
S -0.53909 -0.15428 1.23816 -4.1 -4.9 0.5
H 2.34387 -1.55851 -1.09610 -0.5 1.1 -0.3
C -3.87982 -2.80346 1.32924 0.1 0.1 -0.1
```
Forces are in eV/Å.

Total charge: 0
Highest occupied orbital energy, Eh: -0.3774
Kohn-Sham gap, eV: 10.0123
E_tot, eV: -54082.30047